25 unconnected molecules or ions with the total composition C76H180B9F36N18O14, computed with the ωB97M-V functional and the def2-TZVPD basis.

HOMO-LUMO gap   4.610 eV
Net charge   +9
Strongest force on any atom   5.5 eV Å⁻¹

Cartesian coordinates (Å):
C -0.50403 0.50104 4.77923
C 0.26827 -0.70609 4.27799
O 1.04768 -0.79520 3.32352
N 0.15649 -1.96670 5.23202
H 0.97237 -2.52850 5.03502
H 0.22701 -1.70268 6.20436
C -1.09819 -2.82560 5.09126
H -0.14607 0.91632 5.72130
H -1.55103 0.22191 4.89747
H -0.65390 1.21903 3.97293
H -1.01355 -3.59375 5.85995
H -1.14654 -3.20729 4.07141
H -1.93585 -2.14079 5.22332
C 2.52686 -4.36976 -3.25786
C 3.66696 -5.17959 -3.81852
O 4.85069 -4.93343 -3.58689
N 3.21389 -6.32794 -4.75922
H 2.52247 -6.83812 -4.22841
H 2.68111 -6.01292 -5.55735
C 4.33826 -7.27697 -5.34923
H 1.69366 -4.20763 -3.94167
H 2.85966 -3.34660 -3.08317
H 2.18817 -4.72350 -2.28408
H 3.84779 -8.13509 -5.80874
H 4.97397 -7.66084 -4.55134
H 4.84034 -6.63715 -6.07493
C -1.76521 1.00274 -4.30781
C -0.55522 0.07275 -4.05771
O 0.35988 0.35458 -3.34228
N -0.49942 -1.20201 -4.82604
H -0.81106 -2.06112 -4.39604
H -1.13016 -1.06993 -5.60374
C 0.82612 -1.41076 -5.57174
H -1.93104 1.58519 -3.40152
H -2.69896 0.50708 -4.57340
H -1.50139 1.65192 -5.14272
H 1.11742 -0.52483 -6.13599
H 0.63148 -2.29499 -6.17866
H 1.53751 -1.67989 -4.79098
C -1.25755 -7.17606 -2.02764
C -1.77154 -8.46808 -2.70946
O -2.39504 -8.49317 -3.79139
N -1.59953 -9.81529 -1.93204
H -0.82335 -9.71779 -1.29317
H -2.40854 -9.89103 -1.33214
C -1.39922 -11.07807 -2.78245
H -1.46433 -6.33470 -2.68904
H -0.18348 -7.36172 -2.02625
H -1.59035 -7.01321 -1.00255
H -0.43760 -10.86073 -3.24736
H -2.22320 -11.22738 -3.48022
H -1.19227 -11.97398 -2.19710
C 3.25707 10.21748 -8.03344
N 2.96745 9.04442 -7.23442
C 2.18652 9.14198 -6.19190
C 1.94995 8.05497 -5.36206
C 2.64921 6.82298 -5.57581
C 3.42132 6.79267 -6.76265
C 3.52718 7.89399 -7.58286
C 2.70031 5.66331 -4.64945
C 3.87097 5.03381 -4.23100
C 3.81449 4.06254 -3.24072
N 2.64101 3.71183 -2.64316
C 1.49053 4.37412 -2.97555
C 1.52202 5.31099 -3.97432
C 2.55191 2.57534 -1.58797
H 3.74093 9.93184 -8.96747
H 3.84507 10.96283 -7.49789
H 2.29034 10.56984 -8.39313
H 1.76036 10.11215 -5.98316
H 1.35671 8.19221 -4.47007
H 3.99565 5.91056 -7.00437
H 4.25724 7.95078 -8.37670
H 4.78295 5.33787 -4.72318
H 4.73397 3.61922 -2.88799
H 0.62039 4.06812 -2.41375
H 0.57955 5.68092 -4.35024
H 1.81028 2.79581 -0.82019
H 3.50197 2.50726 -1.05802
H 2.26917 1.67825 -2.13878
C 8.58739 12.67284 3.94576
N 7.60418 11.54567 3.86338
C 6.40473 11.77240 3.37326
C 5.40906 10.73178 3.37373
C 5.77377 9.45171 3.65851
C 7.04182 9.23013 4.21750
C 7.92780 10.30002 4.35953
C 4.83794 8.37405 3.47752
C 4.13531 8.29810 2.21692
C 3.38885 7.10327 1.94618
N 3.31347 6.13291 2.86501
C 3.98303 6.24733 4.00321
C 4.75502 7.33780 4.42847
C 2.54787 4.91298 2.66340
H 9.57919 12.38096 4.29106
H 8.23367 13.45547 4.61693
H 8.59219 13.20061 2.99206
H 6.32055 12.78544 3.00847
H 4.41535 11.01299 3.05769
H 7.35723 8.22058 4.43596
H 8.92910 10.21836 4.75594
H 4.22017 9.09696 1.49510
H 2.85464 6.86613 1.03800
H 3.75277 5.46587 4.71224
H 5.13547 7.44289 5.43376
H 1.72951 5.10091 1.96836
H 2.21647 4.53161 3.62923
H 3.13748 4.09087 2.25771
C -0.23103 -6.03347 1.66116
C 1.20986 -6.63000 1.68748
C 2.23770 -5.72565 0.94895
O 3.39264 -6.56285 0.84614
C 4.43485 -5.93577 0.17575
N 1.62321 -6.88364 3.17062
H 1.67626 -6.00218 3.66085
H 0.89366 -7.46657 3.55538
H 2.47502 -7.42453 3.12637
H -0.35769 -5.13120 2.25947
H -0.90133 -6.85659 1.90867
H -0.40868 -5.62580 0.66601
H 1.11579 -7.64257 1.29510
H 2.47654 -4.81907 1.50498
H 1.86310 -5.42925 -0.03081
H 5.21584 -6.69549 0.14464
H 4.84663 -5.10123 0.74327
H 4.17369 -5.70415 -0.85684
C 5.31235 -3.02180 -7.76623
C 4.79774 -1.66196 -7.26700
C 4.63467 -1.54914 -5.70951
O 3.74432 -0.43201 -5.43335
C 4.02687 0.35147 -4.23514
N 5.65244 -0.48062 -7.68079
H 6.61824 -0.49521 -7.38565
H 5.57549 -0.43978 -8.68703
H 5.19683 0.36706 -7.37430
H 5.30778 -3.08098 -8.85461
H 4.77895 -3.86850 -7.33414
H 6.33586 -3.25225 -7.47057
H 3.81876 -1.66172 -7.74628
H 5.55260 -1.61043 -5.12492
H 4.01235 -2.43721 -5.59932
H 3.49494 1.28352 -4.42602
H 5.10767 0.49203 -4.25023
H 3.58794 0.04859 -3.28451
C -0.09267 -2.47241 1.04824
C -0.65749 -1.02113 0.78048
C 0.31278 -0.10077 0.01835
O -0.27924 1.17392 -0.03303
C -0.00625 2.10673 0.97360
N -1.95650 -1.05041 -0.06254
H -2.72324 -1.45928 0.45228
H -2.23882 -0.11272 -0.30980
H -1.83853 -1.56849 -0.92148
H -0.07166 -2.96417 0.07570
H -0.80447 -2.94503 1.72505
H 0.87772 -2.52265 1.54212
H -0.96619 -0.56942 1.72322
H 0.53421 -0.41434 -1.00182
H 1.29456 -0.09459 0.49181
H -0.42917 1.84004 1.94216
H -0.47219 3.07047 0.76816
H 1.03078 2.38812 1.15655
C -4.67857 -5.49572 -0.58015
C -5.92771 -5.72552 -1.50629
C -5.51528 -5.97359 -3.01241
O -6.36052 -6.98850 -3.57834
C -5.87501 -7.65944 -4.73259
N -6.65490 -6.86459 -0.78282
H -6.09323 -7.68190 -0.97421
H -6.61744 -6.59889 0.19089
H -7.59701 -7.07267 -1.08155
H -4.80521 -5.35070 0.49272
H -4.05334 -4.61931 -0.75073
H -4.02775 -6.36436 -0.68007
H -6.68954 -4.94848 -1.44363
H -4.46633 -6.25422 -2.91733
H -5.49619 -5.13377 -3.70699
H -4.86787 -8.02201 -4.52685
H -5.90364 -6.99803 -5.59850
H -6.44761 -8.56011 -4.95406
C -0.20929 5.01506 7.44639
C -0.09106 5.79423 6.12830
C -0.68798 5.20990 4.82421
O -0.74044 6.15330 3.82749
C -1.49830 5.81016 2.70029
N -0.68451 7.18922 6.34385
H -1.35266 7.13263 7.09916
H 0.01993 7.89548 6.50213
H -1.21042 7.60868 5.59047
H 0.41848 5.41474 8.24278
H 0.15879 3.98917 7.45950
H -1.24547 4.93711 7.77553
H 0.94344 6.08740 5.94948
H -1.70902 5.04043 5.16608
H -0.35067 4.30629 4.31646
H -2.55632 5.58718 2.83798
H -1.01980 5.08117 2.04630
H -1.49038 6.72702 2.11087
C 5.18792 1.37417 2.43087
C 5.29159 -0.14631 2.54141
C 6.44381 -0.62951 3.40246
O 6.11980 -0.34795 4.80057
C 7.17746 -0.69604 5.63998
N 3.93761 -0.67738 3.09012
H 3.12609 -0.42043 2.54650
H 3.83381 -1.65138 3.33641
H 3.83286 -0.26306 4.00525
H 4.16923 1.72843 2.27320
H 5.82756 1.73308 1.62454
H 5.49644 1.87865 3.34652
H 5.39144 -0.53790 1.52909
H 7.30944 -0.07549 3.03937
H 6.58474 -1.67913 3.14449
H 6.70853 -0.54789 6.61274
H 7.99425 0.02261 5.57305
H 7.60465 -1.66496 5.38147
C -3.19369 4.88584 -1.99031
C -3.60414 5.23000 -0.50866
C -4.10199 6.63929 -0.26918
O -4.24292 6.74565 1.15210
C -4.54512 7.98699 1.65023
N -4.59340 4.23364 0.08307
H -4.35503 3.26624 -0.08255
H -4.58056 4.43978 1.07173
H -5.54797 4.42781 -0.18373
H -2.42856 4.10957 -1.98073
H -2.90753 5.79206 -2.52415
H -3.89624 4.44692 -2.69875
H -2.73928 5.16472 0.15153
H -5.00897 6.70343 -0.87032
H -3.37985 7.33280 -0.70006
H -3.79510 8.77742 1.62227
H -4.82861 7.94760 2.70198
H -5.41423 8.52161 1.26692
C -4.09469 -6.48473 3.52668
C -4.37518 -6.52186 5.02447
C -4.02883 -5.21506 5.80727
O -4.21001 -5.22976 7.20585
C -4.15763 -3.92511 7.80017
N -5.83599 -6.95102 5.35041
H -6.01656 -6.94846 6.34413
H -6.48759 -6.26066 5.00558
H -6.17725 -7.78794 4.89963
H -4.33999 -7.42096 3.02530
H -3.05125 -6.25524 3.31064
H -4.65576 -5.65802 3.09094
H -3.78244 -7.39481 5.29782
H -4.71157 -4.47591 5.38819
H -3.03613 -4.84061 5.55744
H -4.40688 -3.98652 8.85952
H -4.88446 -3.31863 7.25980
H -3.13575 -3.55898 7.70117
C -7.61234 -1.52212 0.55121
C -7.56047 -1.06375 2.04812
C -7.68018 -2.22620 3.00089
O -7.87410 -1.64295 4.32327
C -7.88533 -2.53943 5.46124
N -6.35200 -0.10529 2.34566
H -6.22656 0.21963 3.29371
H -5.45404 -0.56106 2.26792
H -6.37449 0.71439 1.75598
H -6.83278 -2.27441 0.43097
H -7.59088 -0.77331 -0.24057
H -8.50229 -2.09675 0.29452
H -8.42820 -0.44053 2.26427
H -6.80218 -2.86401 2.89879
H -8.51647 -2.88730 2.77361
H -8.13771 -1.91340 6.31709
H -6.89381 -2.95100 5.64993
H -8.70606 -3.20661 5.19782
C -1.84816 -4.60098 -6.97862
C -3.27007 -4.13576 -6.88242
C -3.68344 -3.50952 -5.50634
O -5.05946 -3.18132 -5.46530
C -5.55097 -2.43225 -4.35847
N -3.68751 -3.16500 -8.04425
H -3.37137 -3.56049 -8.91817
H -4.69729 -3.16765 -8.06526
H -3.18367 -2.29148 -7.98765
H -1.50786 -5.29325 -6.20851
H -1.08470 -3.82336 -6.95576
H -1.71909 -5.16953 -7.89960
H -3.90297 -5.01559 -6.99828
H -2.97172 -2.78925 -5.10291
H -3.56444 -4.33010 -4.79881
H -5.56357 -1.35730 -4.53848
H -4.94016 -2.65632 -3.48393
H -6.57650 -2.72242 -4.13002
B 0.39216 6.41803 -0.58540
F 0.04158 7.02186 0.56598
F 1.45152 7.06076 -1.16626
F 0.79467 5.19201 -0.36408
F -0.66455 6.34505 -1.49837
B -3.56045 -2.42239 2.61418
F -4.52380 -2.51163 3.61282
F -2.60325 -1.46883 2.90839
F -3.13094 -3.71148 2.52324
F -4.06664 -2.09887 1.38928
B 2.49046 2.21235 4.76243
F 1.97292 2.15677 3.50998
F 2.88327 0.86060 5.19696
F 3.68256 2.85059 4.68544
F 1.70272 2.80297 5.72325
B 2.81735 -4.02182 4.71385
F 3.87607 -4.95451 4.49991
F 3.38090 -2.85719 5.05180
F 2.21078 -3.75177 3.54552
F 1.91123 -4.54420 5.67165
B 5.54394 5.09127 -0.17589
F 5.65509 6.42760 -0.34908
F 4.21456 4.76451 -0.03894
F 6.15930 4.42271 -1.20649
F 6.19290 4.70228 1.04093
B -4.56550 2.73210 3.53530
F -3.33959 2.27569 4.01424
F -4.70842 2.33554 2.23471
F -5.60291 2.28001 4.32502
F -4.60473 4.11996 3.71185
B -1.39483 -3.61977 -2.78646
F -2.63254 -4.22331 -2.80374
F -0.63580 -4.06347 -1.73294
F -0.63341 -3.70365 -3.93920
F -1.64600 -2.32458 -2.55164
B 4.17062 -1.22059 -0.92077
F 4.27679 -1.95546 0.20327
F 4.06002 0.09045 -0.55938
F 5.34147 -1.31665 -1.61693
F 3.06315 -1.54105 -1.67943
B -4.21166 1.06585 -1.14802
F -3.93507 -0.12899 -1.74472
F -4.63290 1.95062 -2.14028
F -5.25781 0.93725 -0.33458
F -3.17014 1.74967 -0.60799

These are the Mulliken partial charges, in e, on atoms 1 to 6: atom 1 (C): -0.809, atom 2 (C): 0.019, atom 3 (O): 1.455, atom 4 (N): -0.218, atom 5 (H): 0.053, atom 6 (H): 0.508